Below is a structure of composition C8H8O5Si2 in a non-equilibrium geometry, with properties calculated with the ωB97M-V functional and the def2-TZVPD basis.

* ΔE to the lowest compared entry with this formula, charge and spin: 0.000 eV

Structure (ORCA input):
```
! wB97M-V def2-TZVPD RIJCOSX def2/J DEFGRID3
* xyz -2 1
C 3.29 1.36 0.30
C 2.93 0.22 -0.35
C 2.19 2.03 0.78
C 1.59 -0.10 -0.55
C 0.83 1.66 0.76
C 0.46 0.62 -0.08
C -1.93 -0.86 1.44
C -2.39 1.62 -0.69
O -2.04 -0.49 2.60
O -2.04 2.75 -0.38
O -1.89 -2.15 1.14
O -3.36 1.30 -1.41
O -1.42 -1.24 -1.05
Si -1.68 -2.77 -0.47
Si -1.32 0.09 -0.11
H 4.26 1.82 0.32
H 3.68 -0.27 -0.95
H 2.29 3.10 1.06
H 1.37 -0.77 -1.32
H 0.16 2.42 1.13
H -1.68 -3.39 -1.76
H -2.92 -3.58 -0.44
H -0.36 -3.37 0.05
*
```


Below is a cluster of 2 separate species, C4H10OS in total, with properties calculated with the ωB97M-V functional and the def2-TZVPD basis.

* ΔE to the lowest compared entry with this formula, charge and spin: 0.000 eV

Structure (ORCA input):
```
! wB97M-V def2-TZVPD RIJCOSX def2/J DEFGRID3
* xyz -1 2
C -1.40 -1.95 0.24
C -0.41 -1.00 0.89
S -1.13 -0.05 2.28
H -1.34 -2.94 0.69
H -2.42 -1.59 0.36
H -1.20 -2.14 -0.81
H -0.09 -0.23 0.19
H 0.48 -1.54 1.22
H -0.44 1.06 2.03
O 0.68 1.94 -1.39
C 1.15 1.15 -2.30
C 2.25 0.18 -2.01
H 0.52 0.86 -3.16
H 2.74 0.48 -1.08
H 1.91 -0.88 -1.90
H 3.03 0.10 -2.78
*
```


Below is a cluster of 2 separate species, C4H9NO6S in total in a non-equilibrium geometry, with properties calculated with the ωB97M-V functional and the def2-TZVPD basis.

* ΔE to the lowest compared entry with this formula, charge and spin: 3.434 eV

Structure (ORCA input):
```
! wB97M-V def2-TZVPD RIJCOSX def2/J DEFGRID3
* xyz 0 1
C 3.42 -0.01 0.17
C -2.52 1.06 0.18
C -1.42 0.00 -0.06
C 2.01 0.18 0.60
N 1.46 -1.83 -1.12
O 4.08 -0.78 0.85
O 3.79 0.50 -0.94
O 0.23 2.04 1.16
O 1.52 2.18 -0.91
O 1.68 -0.46 1.69
O -0.29 0.62 -0.74
S 0.83 1.39 0.07
H -2.22 1.50 1.11
H -2.54 1.92 -0.52
H -3.49 0.53 0.22
H -1.74 -0.78 -0.80
H -0.90 -0.46 0.84
H 0.62 -1.21 -1.06
H 3.25 1.36 -1.04
H 1.94 -1.65 -1.99
H 2.57 -0.70 2.07
*
```


Below is the ion C9H12N3S with charge +1 in a non-equilibrium geometry, with properties calculated with the ωB97M-V functional and the def2-TZVPD basis.

* ΔE to the lowest compared entry with this formula, charge and spin: 3.746 eV

Structure (ORCA input):
```
! wB97M-V def2-TZVPD RIJCOSX def2/J DEFGRID3
* xyz 1 1
C 2.98 -2.02 -0.20
C 2.37 -1.49 -1.37
C 2.50 -1.59 1.04
C 1.31 -0.69 -1.30
C 1.35 -0.77 1.13
C 0.78 -0.31 -0.02
C -2.21 1.50 0.28
C -2.95 -0.67 -0.17
C -0.17 2.21 0.99
N -0.53 0.07 -0.14
N -0.93 1.18 0.31
N -3.23 0.59 -0.04
S -4.34 -1.72 -0.45
H 3.81 -2.68 -0.24
H 2.83 -1.92 -2.33
H 2.82 -2.02 1.94
H 0.63 -0.35 -2.17
H 0.97 -0.84 2.14
H -2.53 2.52 0.71
H -1.99 -0.97 0.10
H -0.52 2.30 2.05
H 0.79 1.76 1.01
H -0.23 3.14 0.42
H -4.20 0.80 -0.20
H -3.75 -2.89 -0.37
*
```


Number 1 is which compound? C8H8O5Si2